(1)
Below is a 5-piece molecular cluster, C2H16N2O4 overall in a non-equilibrium geometry, with properties calculated with the ωB97M-V functional and the def2-TZVPD basis.

For the HOMO-LUMO gap (spin up / spin down), the calculation gives 10.815 / 6.004 eV. Its spin multiplicity is 2. As for the LUMO energy (spin up / spin down): -2.99 / -7.79 eV. The strongest force on any atom comes out at 0.046 hartree/bohr. The net charge is +1. Its expectation value of S² is 0.7541.

CARTESIAN COORDINATES (ANGSTROEM)
N (0.220, -0.372, -1.760)
C (-1.025, 0.341, -1.404)
C (-2.001, -0.619, -0.667)
N (-2.293, -0.203, 0.671)
H (1.033, 0.254, -1.601)
H (0.139, -0.618, -2.738)
H (-1.637, 0.720, -2.230)
H (-0.737, 1.239, -0.852)
H (-2.952, -0.551, -1.200)
H (-1.560, -1.623, -0.671)
H (-2.956, -0.738, 1.239)
H (-1.490, 0.038, 1.319)
H (1.872, 1.730, -0.502)
H (2.941, 1.679, -1.550)
O (1.980, 1.736, -1.475)
H (2.082, 1.869, 2.485)
H (0.804, 1.031, 1.945)
O (1.417, 1.771, 1.804)
H (0.265, -0.938, 1.423)
H (0.180, -0.904, 3.009)
O (-0.097, -0.439, 2.211)
H (1.866, -2.045, 0.650)
H (0.986, -1.343, -0.416)
O (0.964, -2.016, 0.309)

Atom charges from the natural (NBO) analysis, given in e for atoms 1 to 6:
1 N -0.8982
2 C -0.2463
3 C -0.3254
4 N -0.2532
5 H 0.4221
6 H 0.3912

---

(2)
Below is C14H32BBr2IN5O3S2 as an isolated structure in a non-equilibrium geometry, with properties calculated with the ωB97M-V functional and the def2-TZVPD basis.

For the HOMO-LUMO gap, the calculation gives 6.739 eV. As for the LUMO energy: -3.76 eV. The strongest force on any atom comes out at 0.031 hartree/bohr. The net charge is +1.

CARTESIAN COORDINATES (ANGSTROEM)
C (-1.998, -2.037, -1.112)
N (-2.419, -2.281, 0.292)
C (-3.309, -1.244, 0.829)
B (-1.329, -2.662, 1.114)
O (-0.794, -3.948, 1.034)
C (-0.532, -1.696, 2.145)
S (-0.147, -0.098, 1.347)
N (0.749, -2.301, 2.527)
C (1.040, -1.945, 3.831)
N (2.240, -1.919, 4.327)
C (3.455, -2.191, 3.543)
C (4.283, -0.902, 3.330)
C (4.479, -0.589, 1.846)
I (6.240, -1.513, 1.088)
N (-0.104, -1.741, 4.514)
Br (-0.002, -1.025, 6.222)
C (-1.214, -1.349, 3.572)
S (-2.666, -2.326, 4.019)
Br (-1.577, 0.577, 3.841)
H (-0.937, -1.805, -1.201)
H (-2.585, -1.249, -1.568)
H (-2.185, -2.933, -1.705)
H (-3.863, -0.783, 0.015)
H (-2.799, -0.432, 1.354)
H (-4.046, -1.694, 1.485)
H (-0.070, -3.979, 0.403)
H (1.115, -0.257, 0.922)
H (0.727, -3.324, 2.533)
H (2.342, -1.698, 5.306)
H (3.175, -2.600, 2.580)
H (4.024, -2.943, 4.078)
H (5.241, -1.053, 3.818)
H (3.780, -0.064, 3.808)
H (4.544, 0.482, 1.698)
H (3.631, -0.936, 1.263)
H (-3.250, -1.416, 4.800)
C (1.086, 3.330, -1.175)
O (0.221, 4.028, -2.042)
C (0.693, 4.149, -3.382)
C (-0.134, 3.312, -4.332)
N (0.087, 1.890, -4.106)
C (-0.840, 1.002, -4.802)
C (-2.322, 1.094, -4.458)
O (-2.635, 0.672, -3.140)
C (-2.475, 1.654, -2.132)
H (0.701, 3.458, -0.164)
H (1.121, 2.256, -1.402)
H (2.102, 3.735, -1.215)
H (1.753, 3.887, -3.448)
H (0.590, 5.199, -3.664)
H (0.147, 3.559, -5.359)
H (-1.185, 3.599, -4.191)
H (0.023, 1.706, -3.114)
H (-0.517, -0.020, -4.590)
H (-0.724, 1.155, -5.879)
H (-2.848, 0.406, -5.123)
H (-2.742, 2.088, -4.646)
H (-2.692, 2.658, -2.503)
H (-1.469, 1.634, -1.701)
H (-3.179, 1.421, -1.332)

Atom charges from the natural (NBO) analysis, given in e for atoms 1 to 6:
1 C -0.4102
2 N -0.7265
3 C -0.4078
4 B 1.1624
5 O -0.9246
6 C -0.3740

---

(3)
Below is C4H6NdO2 as an isolated structure in a non-equilibrium geometry, with properties calculated with the ωB97M-V functional and the def2-TZVPD basis.

For the HOMO-LUMO gap (spin up / spin down), the calculation gives 6.359 / 7.901 eV. Its spin multiplicity is 5. As for the LUMO energy (spin up / spin down): -10.61 / -10.11 eV. The strongest force on any atom comes out at 0.064 hartree/bohr. The net charge is +2. Its expectation value of S² is 6.0103.

CARTESIAN COORDINATES (ANGSTROEM)
O (-2.938, 0.762, 0.443)
C (-1.926, 0.091, -0.062)
C (-0.607, 0.225, 0.300)
C (0.424, -0.774, 0.057)
C (1.908, -0.458, -0.165)
O (2.213, 0.896, -0.066)
Nd (0.838, 2.336, -0.479)
H (-2.702, 1.661, 0.714)
H (-2.219, -0.521, -0.922)
H (0.075, -1.594, -0.589)
H (0.249, -0.719, 1.315)
H (2.204, -0.887, -1.142)
H (2.481, -1.020, 0.598)

Atom charges from the Löwdin analysis, given in e for atoms 1 to 6:
1 O 0.1289
2 C -0.1615
3 C -0.2167
4 C -0.1686
5 C -0.2852
6 O -0.4183

---

(4)
Below is a 9-piece molecular cluster, C47H80NO21P2 overall in a non-equilibrium geometry, with properties calculated with the ωB97M-V functional and the def2-TZVPD basis.

For the HOMO-LUMO gap (spin up / spin down), the calculation gives 7.441 / 7.628 eV. Its spin multiplicity is 2. As for the LUMO energy (spin up / spin down): 0.22 / 0.22 eV. The strongest force on any atom comes out at 0.106 hartree/bohr. Its expectation value of S² is 0.7558.

CARTESIAN COORDINATES (ANGSTROEM)
C (-8.323, -9.080, -25.239)
C (-7.725, -7.759, -24.540)
C (-8.465, -7.430, -23.205)
C (-8.016, -6.180, -22.375)
C (-6.520, -5.815, -22.664)
C (-5.615, -6.955, -23.038)
N (-6.200, -7.802, -24.185)
O (-5.362, -8.759, -24.808)
C (-5.530, -8.033, -21.837)
C (-4.283, -6.421, -23.429)
C (-7.737, -6.485, -25.409)
H (-7.669, -9.380, -26.057)
H (-9.340, -8.806, -25.519)
H (-8.253, -9.938, -24.570)
H (-8.540, -8.315, -22.574)
H (-9.531, -7.292, -23.383)
H (-8.193, -6.243, -21.302)
H (-8.710, -5.367, -22.589)
H (-6.318, -5.373, -21.688)
H (-6.436, -4.947, -23.316)
H (-6.313, -8.790, -21.787)
H (-5.666, -7.626, -20.835)
H (-4.637, -8.655, -21.895)
H (-3.660, -7.123, -23.984)
H (-3.673, -6.055, -22.603)
H (-4.406, -5.592, -24.126)
H (-7.201, -5.626, -25.007)
H (-8.767, -6.141, -25.506)
H (-7.507, -6.585, -26.470)
C (-9.836, -1.970, -21.158)
C (-8.517, -1.613, -20.817)
C (-7.642, -2.523, -20.135)
C (-8.128, -3.718, -19.695)
C (-9.478, -4.054, -19.962)
C (-10.278, -3.203, -20.722)
O (-11.491, -3.679, -21.177)
O (-6.387, -2.039, -19.853)
H (-10.520, -1.367, -21.738)
H (-8.192, -0.630, -21.124)
H (-7.474, -4.441, -19.231)
H (-9.904, -5.026, -19.761)
H (-11.763, -3.350, -22.037)
H (-5.938, -2.407, -19.089)
C (-7.011, -2.984, -27.457)
C (-8.125, -2.784, -28.286)
C (-9.386, -2.725, -27.657)
C (-9.462, -2.860, -26.253)
C (-8.267, -3.089, -25.496)
C (-6.957, -3.208, -26.101)
O (-5.800, -3.514, -25.421)
O (-10.526, -2.486, -28.373)
H (-6.116, -3.123, -28.044)
H (-7.961, -2.725, -29.352)
H (-10.427, -2.699, -25.795)
H (-8.411, -3.000, -24.429)
H (-5.055, -3.632, -26.015)
H (-10.207, -2.129, -29.205)
C (-11.896, -7.589, -21.684)
C (-12.083, -6.814, -20.560)
C (-11.330, -7.126, -19.407)
C (-10.379, -8.179, -19.363)
C (-10.361, -9.023, -20.406)
C (-11.070, -8.749, -21.562)
O (-10.897, -9.658, -22.595)
O (-11.503, -6.286, -18.284)
H (-12.395, -7.321, -22.604)
H (-12.683, -5.918, -20.516)
H (-9.950, -8.400, -18.397)
H (-9.858, -9.963, -20.233)
H (-11.306, -9.393, -23.423)
H (-12.110, -5.544, -18.337)
C (-1.719, -5.927, -18.144)
C (-0.612, -6.721, -17.785)
C (-0.237, -7.768, -18.684)
C (-0.962, -7.833, -19.882)
C (-2.107, -7.046, -20.187)
C (-2.415, -6.013, -19.336)
O (-3.518, -5.140, -19.635)
O (0.699, -8.654, -18.469)
H (-2.115, -5.104, -17.568)
H (-0.021, -6.578, -16.893)
H (-0.602, -8.507, -20.645)
H (-2.663, -7.320, -21.071)
H (-4.005, -4.764, -18.897)
H (1.284, -8.512, -17.722)
C (-4.817, -13.699, -23.728)
O (-3.483, -13.354, -23.949)
P (-2.788, -11.955, -23.449)
O (-3.809, -11.012, -22.933)
O (-1.347, -12.277, -22.695)
C (-0.796, -11.304, -21.801)
O (-2.226, -11.320, -24.811)
C (-3.170, -11.074, -25.839)
H (-5.643, -13.165, -24.197)
H (-5.103, -13.908, -22.697)
H (-4.967, -14.689, -24.159)
H (-1.596, -10.664, -21.431)
H (-0.001, -10.646, -22.153)
H (-0.449, -11.727, -20.858)
H (-2.888, -10.189, -26.409)
H (-4.186, -11.071, -25.445)
H (-3.076, -11.819, -26.630)
C (-11.997, -9.615, -28.289)
O (-11.732, -8.481, -27.547)
P (-12.361, -8.166, -26.062)
O (-11.874, -9.156, -25.067)
O (-11.972, -6.651, -25.653)
C (-12.765, -5.508, -25.965)
O (-13.959, -8.048, -26.424)
C (-14.830, -8.625, -25.608)
H (-13.024, -9.979, -28.242)
H (-11.244, -10.265, -27.846)
H (-11.774, -9.412, -29.337)
H (-12.683, -4.656, -25.290)
H (-13.837, -5.636, -26.116)
H (-12.395, -5.178, -26.936)
H (-14.351, -9.541, -25.264)
H (-15.713, -9.048, -26.085)
H (-15.036, -7.966, -24.764)
C (-8.338, -11.814, -27.438)
O (-8.669, -12.066, -28.810)
C (-7.962, -11.390, -29.839)
C (-7.911, -9.821, -29.526)
O (-7.047, -9.487, -28.529)
C (-5.687, -9.408, -28.866)
H (-8.756, -10.849, -27.151)
H (-7.257, -11.726, -27.328)
H (-8.666, -12.510, -26.666)
H (-8.553, -11.584, -30.734)
H (-6.958, -11.770, -30.027)
H (-8.925, -9.445, -29.395)
H (-7.562, -9.223, -30.368)
H (-5.055, -9.040, -28.058)
H (-5.541, -8.872, -29.804)
H (-5.294, -10.425, -28.863)
C (-2.771, -8.271, -15.119)
O (-3.708, -9.096, -15.747)
C (-4.110, -8.895, -17.063)
C (-5.170, -9.896, -17.518)
O (-5.495, -9.693, -18.879)
C (-6.486, -10.683, -19.256)
H (-1.783, -8.281, -15.577)
H (-2.576, -8.537, -14.080)
H (-3.149, -7.249, -15.093)
H (-3.363, -8.786, -17.850)
H (-4.653, -7.951, -17.019)
H (-5.990, -9.867, -16.800)
H (-4.571, -10.796, -17.379)
H (-7.306, -10.568, -18.547)
H (-6.228, -11.738, -19.168)
H (-6.844, -10.565, -20.278)

Atom charges from the Löwdin analysis, given in e for atoms 1 to 6:
1 C 0.0096
2 C -0.3573
3 C -0.1271
4 C -0.1296
5 C -0.1460
6 C -0.4279

---

(5)
Below is C35H32BrF9N3O7PS2Ta as an isolated structure in a non-equilibrium geometry, with properties calculated with the ωB97M-V functional and the def2-TZVPD basis.

For the HOMO-LUMO gap (spin up / spin down), the calculation gives 7.179 / 7.049 eV. Its spin multiplicity is 2. As for the LUMO energy (spin up / spin down): -0.55 / -0.69 eV. The strongest force on any atom comes out at 0.070 hartree/bohr. Its expectation value of S² is 0.7532.

CARTESIAN COORDINATES (ANGSTROEM)
Ta (-0.970, -0.383, 0.093)
O (-0.467, -0.959, 1.719)
N (-0.054, -1.468, 2.880)
C (-0.715, -1.129, 4.003)
C (-0.355, -1.656, 5.206)
C (0.726, -2.558, 5.251)
C (1.387, -2.887, 4.104)
C (0.999, -2.354, 2.852)
S (1.684, -2.747, 1.390)
H (-1.523, -0.427, 3.860)
H (-0.890, -1.375, 6.095)
H (1.025, -2.985, 6.194)
H (2.222, -3.568, 4.097)
N (3.205, 2.581, -0.224)
C (2.351, 2.431, 0.811)
S (1.997, 0.927, 1.423)
N (1.837, 3.539, 1.390)
C (2.100, 4.870, 1.029)
C (1.049, 5.772, 0.889)
C (1.302, 7.081, 0.523)
C (2.602, 7.511, 0.311)
C (3.652, 6.622, 0.468)
C (3.407, 5.310, 0.827)
H (3.430, 1.745, -0.740)
H (3.177, 3.446, -0.744)
H (1.057, 3.372, 2.012)
H (0.035, 5.436, 1.044)
H (0.477, 7.767, 0.396)
H (2.797, 8.534, 0.033)
H (4.669, 6.947, 0.313)
H (4.230, 4.630, 0.974)
C (4.318, -1.004, -0.704)
O (3.633, -0.530, -1.854)
P (2.082, -0.049, -1.797)
O (1.243, -1.458, -1.610)
C (1.682, -2.654, -2.247)
O (2.101, 0.094, -3.432)
C (0.867, 0.416, -4.033)
H (4.780, -1.956, -0.969)
H (3.643, -1.156, 0.139)
H (5.099, -0.293, -0.421)
H (2.141, -3.296, -1.495)
H (2.398, -2.427, -3.040)
H (0.809, -3.155, -2.667)
H (0.855, 1.467, -4.325)
H (0.044, 0.211, -3.349)
H (0.748, -0.205, -4.922)
Br (-1.106, 2.501, 4.068)
C (-1.976, 3.838, 3.036)
C (-2.580, 4.894, 3.696)
C (-3.175, 5.901, 2.956)
C (-3.138, 5.859, 1.572)
C (-2.537, 4.794, 0.921)
C (-1.956, 3.761, 1.648)
C (-1.441, 2.505, 0.982)
O (-0.641, 2.536, 0.040)
O (-1.913, 1.445, 1.476)
H (-2.596, 4.912, 4.773)
H (-3.672, 6.715, 3.461)
H (-3.598, 6.650, 0.998)
H (-2.518, 4.743, -0.157)
F (-2.501, -9.387, -3.135)
C (-2.376, -8.319, -3.947)
F (-3.479, -8.298, -4.710)
F (-1.355, -8.609, -4.776)
C (-2.157, -7.049, -3.178)
C (-1.040, -6.949, -2.354)
C (-0.824, -5.790, -1.635)
C (-1.725, -4.729, -1.734)
C (-2.856, -4.852, -2.545)
C (-3.069, -6.006, -3.271)
C (-1.475, -3.501, -1.070)
C (-1.237, -2.415, -0.594)
H (-0.349, -7.776, -2.288)
H (0.039, -5.696, -0.996)
H (-3.564, -4.042, -2.602)
H (-3.933, -6.105, -3.913)
C (-2.453, 1.762, -3.308)
C (-2.686, 0.739, -2.188)
O (-1.599, 0.450, -1.425)
C (-3.795, 1.292, -1.260)
F (-5.000, 1.320, -1.843)
F (-3.527, 2.543, -0.887)
F (-3.910, 0.561, -0.139)
C (-3.136, -0.632, -2.734)
F (-3.591, -1.406, -1.734)
F (-2.075, -1.269, -3.247)
F (-4.073, -0.604, -3.680)
H (-1.853, 2.571, -2.891)
H (-3.401, 2.154, -3.673)
H (-1.908, 1.309, -4.131)

Atom charges from the natural (NBO) analysis, given in e for atoms 1 to 6:
1 Ta 2.1106
2 O -0.6077
3 N -0.0326
4 C 0.0511
5 C -0.2974
6 C -0.1406

---

(6)
Below is a 6-piece molecular cluster, C22H34N6O2 overall in a non-equilibrium geometry, with properties calculated with the ωB97M-V functional and the def2-TZVPD basis.

For the HOMO-LUMO gap, the calculation gives 8.038 eV. As for the LUMO energy: 0.56 eV. The strongest force on any atom comes out at 0.056 hartree/bohr.

CARTESIAN COORDINATES (ANGSTROEM)
C (-2.696, 0.751, -3.952)
C (-1.762, 1.353, -4.812)
C (-2.284, 1.270, -6.107)
N (-3.522, 0.686, -5.993)
C (-3.798, 0.301, -4.718)
H (-2.533, 0.589, -2.896)
H (-0.859, 1.870, -4.526)
H (-1.939, 1.664, -7.052)
H (-4.188, 0.682, -6.753)
H (-4.702, -0.235, -4.470)
C (0.528, -3.938, -0.646)
C (-0.443, -4.478, -1.455)
C (-0.122, -4.106, -2.707)
N (1.062, -3.366, -2.680)
C (1.472, -3.246, -1.380)
H (0.408, -3.900, 0.427)
H (-1.283, -5.011, -1.034)
H (-0.562, -4.367, -3.658)
H (1.516, -2.940, -3.474)
H (2.359, -2.708, -1.079)
C (0.728, 5.702, -3.861)
C (-0.398, 4.857, -3.673)
C (-0.491, 4.689, -2.274)
N (0.628, 5.217, -1.679)
C (1.329, 5.943, -2.596)
H (1.057, 6.097, -4.811)
H (-1.029, 4.462, -4.455)
H (-1.230, 4.104, -1.745)
H (0.754, 5.301, -0.680)
H (2.204, 6.542, -2.391)
C (-1.991, -1.177, 5.330)
C (-2.968, -0.354, 4.599)
C (-2.384, 0.861, 4.312)
N (-1.176, 0.852, 4.989)
C (-0.814, -0.417, 5.400)
H (-2.228, -2.198, 5.594)
H (-3.907, -0.671, 4.169)
H (-2.841, 1.737, 3.876)
H (-0.640, 1.687, 5.176)
H (0.189, -0.531, 5.784)
C (-0.314, -0.064, -0.903)
N (-0.482, 0.337, 0.519)
C (-0.608, -0.762, 1.493)
C (-0.771, 1.607, 0.903)
O (-0.748, 2.567, 0.173)
H (0.680, -0.478, -1.075)
H (-0.415, 0.717, -1.657)
H (-1.098, -0.792, -1.109)
H (-0.516, -0.434, 2.529)
H (-1.641, -1.104, 1.430)
H (0.137, -1.520, 1.251)
H (-0.820, 1.673, 2.001)
C (4.544, -3.244, 3.482)
N (3.747, -2.027, 3.739)
C (2.497, -1.954, 3.036)
C (4.349, -0.888, 4.304)
O (3.857, 0.232, 4.301)
H (4.915, -3.082, 2.470)
H (3.976, -4.168, 3.593)
H (5.334, -3.325, 4.228)
H (2.669, -1.814, 1.968)
H (1.921, -2.859, 3.230)
H (1.992, -1.034, 3.330)
H (5.353, -1.160, 4.665)

Atom charges from the natural (NBO) analysis, given in e for atoms 1 to 6:
1 C -0.3039
2 C -0.3089
3 C -0.0887
4 N -0.4973
5 C -0.0865
6 H 0.2181